Arrangement one

Entry from OMol25: a cluster of 2 separate species, C5H9N2O in total (the ωB97M-V functional and the def2-TZVPD basis).

Structure (ORCA input):
```
! wB97M-V def2-TZVPD RIJCOSX def2/J DEFGRID3
* xyz 1 1
C 0.85 -0.90 -0.17
C -1.38 2.59 -0.42
C -1.77 1.59 0.09
C 0.82 0.51 1.81
C 1.34 -1.35 -1.41
N 1.31 0.02 0.61
N -0.65 -0.94 0.03
O 0.23 -0.18 2.62
H -0.90 3.43 -0.99
H -2.46 0.89 0.57
H 1.03 1.54 1.91
H 0.86 -0.98 -2.26
H 1.31 -2.44 -1.64
H 2.41 -1.28 -1.45
H -1.24 -1.78 -0.16
H -1.01 0.00 -0.27
H -0.76 -0.71 1.14
*
```

Its LUMO energy is -5.02 eV. The HOMO energy is -14.9402 eV.

Atomic partial charges in e from the Mulliken method, atoms 1 to 8: C 0.78; C -0.26; C -0.39; C 0.03; C -1.23; N -0.37; N -0.43; O -0.52

Arrangement two

Entry from OMol25: a cluster of 2 separate species, C5H9N2O in total (the ωB97M-V functional and the def2-TZVPD basis).

Structure (ORCA input):
```
! wB97M-V def2-TZVPD RIJCOSX def2/J DEFGRID3
* xyz 1 1
C -1.16 -1.17 -1.40
C 0.99 1.18 1.51
C 0.06 0.02 1.50
C -0.16 1.21 0.56
C 0.25 -0.10 0.00
N -2.38 -1.35 -0.92
N 1.50 -0.04 -0.80
O -0.46 -1.39 -2.36
H 0.83 1.79 2.35
H 2.05 1.11 1.28
H -0.38 -0.54 2.35
H -0.88 2.07 0.45
H -2.59 -1.14 0.04
H -3.12 -1.81 -1.47
H 2.06 0.71 -0.43
H 1.31 0.25 -1.76
H 2.08 -0.81 -0.91
*
```

Its LUMO energy is -3.20 eV. The HOMO energy is -13.1136 eV.

Atomic partial charges in e from the Mulliken method, atoms 1 to 8: C 0.65; C -0.87; C -0.07; C -0.21; C -0.21; N -0.31; N -0.16; O -0.49

Last place for stability: arrangement one

Arrangement one

Entry from OMol25: a structure of composition C5H9N2O (the ωB97M-V functional and the def2-TZVPD basis).

Structure (ORCA input):
```
! wB97M-V def2-TZVPD RIJCOSX def2/J DEFGRID3
* xyz 1 1
C -1.86 -1.16 0.11
C 2.50 0.04 0.18
C 1.33 -0.82 0.33
C 0.43 0.60 -0.74
C -1.41 1.23 -0.19
N -1.73 0.06 0.57
N 1.28 0.72 0.45
O 0.57 -0.74 -0.93
H -2.11 -2.08 0.68
H -1.97 -1.24 -0.95
H 3.23 0.08 1.03
H 2.80 0.07 -0.87
H 0.94 -1.68 0.86
H 0.80 1.20 -1.58
H -1.93 1.50 -1.08
H -1.26 2.13 0.51
H -1.60 0.08 1.62
*
```

Its LUMO energy is -4.88 eV. The HOMO energy is -13.6282 eV.

Atomic partial charges in e from the Mulliken method, atoms 1 to 8: C -0.27; C -0.24; C -0.08; C 0.18; C -0.68; N -0.02; N -0.47; O -0.37

Arrangement two

Entry from OMol25: the ion C5H9N2O with charge +1 (the ωB97M-V functional and the def2-TZVPD basis).

Structure (ORCA input):
```
! wB97M-V def2-TZVPD RIJCOSX def2/J DEFGRID3
* xyz 1 1
C -2.78 0.34 -0.18
C -1.32 0.42 -0.02
O -0.64 1.32 -0.33
C -0.76 -0.81 0.54
C 0.44 -1.25 0.15
N 1.22 -0.48 -0.76
C 2.11 0.42 -0.50
N 2.45 0.77 0.74
H -3.42 0.93 0.62
H -3.03 -0.69 0.01
H -2.92 0.62 -1.19
H -1.28 -1.47 1.24
H 0.82 -2.16 0.33
H 1.12 -0.69 -1.74
H 2.50 0.87 -1.40
H 3.11 1.56 0.87
H 2.39 0.29 1.63
*
```

As for the SMILES: CC(=O)/C=C\NC=[NH2+]. Its LUMO energy is -3.76 eV. The HOMO energy is -13.7019 eV.

Atomic partial charges in e from the Mulliken method, atoms 1 to 8: C -1.10; C 0.80; O -0.48; C -0.18; C -0.83; N -0.15; C 0.20; N -0.36

Arrangement three

Entry from OMol25: a structure of composition C5H9N2O (the ωB97M-V functional and the def2-TZVPD basis).

Structure (ORCA input):
```
! wB97M-V def2-TZVPD RIJCOSX def2/J DEFGRID3
* xyz 1 1
C -1.65 -0.43 0.36
C -0.26 -2.05 -0.20
C 0.51 -0.73 -0.56
C -1.42 1.13 -0.77
C 0.32 1.08 1.05
N -1.54 -1.65 0.41
N -0.39 0.35 0.00
O -2.46 0.55 0.13
H -0.55 -2.53 -1.17
H 0.26 -2.96 0.28
H 1.48 -0.84 0.01
H 0.64 -0.75 -1.69
H -1.51 2.23 -0.58
H -1.56 0.92 -1.85
H 1.26 1.39 0.56
H -0.08 2.00 1.54
H 0.62 0.35 1.78
*
```

Its LUMO energy is -3.19 eV. The HOMO energy is -14.8551 eV.

Atomic partial charges in e from the Mulliken method, atoms 1 to 8: C 0.48; C -0.33; C -0.53; C -0.25; C -0.90; N -0.41; N 0.41; O -0.35

Last place for stability: arrangement one

Arrangement one

Entry from OMol25: a cluster of 2 separate species, C2H9N2O2 in total (the ωB97M-V functional and the def2-TZVPD basis).

Structure (ORCA input):
```
! wB97M-V def2-TZVPD RIJCOSX def2/J DEFGRID3
* xyz 1 1
N -1.74 -0.82 -0.62
C -0.42 -0.49 0.03
C 0.15 0.69 -0.70
N 1.28 1.21 -0.23
O -0.41 1.06 -1.73
H -1.77 -0.32 -1.53
H -1.88 -1.82 -0.77
H -2.50 -0.44 -0.07
H 0.30 -1.29 -0.16
H -0.64 -0.53 1.07
H 1.68 0.89 0.64
H 1.71 1.97 -0.73
H 1.68 -1.63 2.90
H 0.43 -0.69 3.08
O 1.03 -1.09 2.44
*
```

Its LUMO energy is -3.55 eV. The HOMO energy is -14.7488 eV.

Atomic partial charges in e from the Mulliken method, atoms 1 to 8: N -0.27; C -0.61; C 0.74; N -0.32; O -0.64; H 0.36; H 0.35; H 0.35

Arrangement two

Entry from OMol25: a cluster of 2 separate species, C2H9N2O2 in total (the ωB97M-V functional and the def2-TZVPD basis).

Structure (ORCA input):
```
! wB97M-V def2-TZVPD RIJCOSX def2/J DEFGRID3
* xyz 1 1
N 1.86 -0.69 -1.43
C 0.43 -0.44 -0.95
C 0.43 0.93 -0.33
N -0.39 1.15 0.67
O 1.23 1.62 -0.90
H 2.53 -1.21 -0.74
H 1.70 -1.35 -2.23
H 2.33 0.10 -1.87
H 0.26 -1.07 -0.13
H -0.37 -0.61 -1.62
H -0.92 0.60 1.35
H -0.65 2.09 0.70
H -2.48 -0.30 3.18
H -3.45 -0.36 2.11
O -2.50 -0.46 2.19
*
```

Its LUMO energy is -3.63 eV. The HOMO energy is -14.4277 eV.

Atomic partial charges in e from the Mulliken method, atoms 1 to 8: N -0.37; C -0.60; C 0.58; N -0.28; O -0.58; H 0.39; H 0.38; H 0.36

Last place for stability: arrangement two

Arrangement one

Entry from OMol25: a cluster of 2 separate species, C7H12NO in total (the ωB97M-V functional and the def2-TZVPD basis).

Structure (ORCA input):
```
! wB97M-V def2-TZVPD RIJCOSX def2/J DEFGRID3
* xyz 1 1
C 0.18 1.86 1.40
C -0.71 2.55 -1.05
C -1.61 1.38 -0.61
C 1.68 -1.98 1.06
C -0.47 1.94 0.26
C 0.69 -1.81 -0.06
C 0.60 -1.97 -1.44
N 0.32 -1.34 1.05
O -0.15 0.81 2.24
H 1.00 2.44 1.75
H 0.09 2.44 -1.78
H -1.13 3.51 -0.92
H -2.60 1.62 -0.19
H -1.40 0.29 -0.57
H 1.93 -3.02 1.56
H 2.47 -1.25 1.03
H -0.26 -1.63 -1.85
H 0.76 -3.00 -1.91
H 1.39 -1.29 -1.76
H -0.03 -0.47 1.68
H 0.16 0.84 3.19
*
```

Its LUMO energy is -3.84 eV. The HOMO energy is -12.9021 eV.

Atomic partial charges in e from the Mulliken method, atoms 1 to 8: C -0.36; C -0.48; C -0.41; C -0.44; C 0.23; C 0.59; C -1.06; N -0.15

Arrangement two

Entry from OMol25: a cluster of 2 separate species, C7H12NO in total (the ωB97M-V functional and the def2-TZVPD basis).

Structure (ORCA input):
```
! wB97M-V def2-TZVPD RIJCOSX def2/J DEFGRID3
* xyz 1 1
C 0.02 -0.32 1.30
C 0.47 0.89 1.44
C -1.54 -0.54 -2.71
C -0.78 -1.49 1.55
C 0.71 2.33 1.54
C -2.64 -0.69 -3.40
C 2.28 -0.30 0.20
N 0.89 0.08 0.24
O -0.57 -0.31 -2.13
H -0.25 -2.35 1.35
H -1.60 -1.52 0.82
H -1.26 -1.53 2.46
H 0.20 2.73 2.49
H 0.43 2.80 0.56
H 1.78 2.48 1.72
H -3.52 -0.12 -3.08
H 0.52 0.32 -0.68
H -2.81 -1.41 -4.28
H 2.33 -1.00 -0.71
H 2.86 0.74 0.18
H 2.46 -0.79 1.14
*
```

Its LUMO energy is -2.68 eV. The HOMO energy is -12.7050 eV.

Atomic partial charges in e from the Mulliken method, atoms 1 to 8: C 0.40; C 0.66; C 0.81; C -1.47; C -1.11; C -0.91; C -0.83; N 0.00

Last place for stability: arrangement one

Arrangement one

Entry from OMol25: a structure of composition C25H40AsBrF6N8O4SSi2Ta (the ωB97M-V functional and the def2-TZVPD basis).

Structure (ORCA input):
```
! wB97M-V def2-TZVPD RIJCOSX def2/J DEFGRID3
* xyz 0 2
Ta 0.20 -0.04 -0.06
C 3.93 -1.67 1.96
Si 3.30 0.06 1.61
C 3.92 1.26 2.90
C 4.02 0.55 -0.03
N 1.46 -0.06 1.58
C 0.90 -0.56 2.74
C 1.57 -0.63 3.98
C 0.97 -1.19 5.08
C -0.33 -1.74 4.99
C -1.03 -1.65 3.82
C -0.47 -1.00 2.68
N -1.12 -0.78 1.53
Si -2.94 -0.93 1.54
C -3.75 -0.05 0.08
C -3.59 -0.04 3.06
C -3.37 -2.75 1.60
H 5.03 -1.64 1.94
H 3.62 -2.37 1.19
H 3.63 -2.08 2.93
H 4.39 2.11 2.41
H 4.66 0.77 3.53
H 3.14 1.68 3.54
H 5.08 0.74 0.19
H 3.62 1.48 -0.44
H 3.98 -0.25 -0.76
H 2.57 -0.24 4.08
H 1.50 -1.24 6.02
H -0.77 -2.23 5.85
H -2.01 -2.08 3.75
H -4.59 0.54 0.46
H -4.14 -0.78 -0.62
H -3.09 0.60 -0.49
H -2.91 0.76 3.37
H -3.77 -0.69 3.92
H -4.55 0.43 2.81
H -2.54 -3.37 1.24
H -4.25 -2.98 1.00
H -3.59 -3.06 2.63
C 0.83 -2.17 0.03
H 1.90 -2.25 -0.15
H 0.29 -2.79 -0.70
H 0.64 -2.60 1.01
N 2.28 -1.68 -2.70
C 2.18 -0.35 -2.52
O 1.51 0.07 -1.47
C 2.81 0.53 -3.38
C 3.49 0.00 -4.51
N 4.03 -0.43 -5.43
C 2.78 1.93 -3.18
N 2.71 3.08 -3.08
H 1.52 -2.23 -2.33
H 2.68 -2.00 -3.57
C -0.52 1.84 -4.02
S -1.37 2.34 -2.53
C -0.52 3.88 -2.26
O -0.96 1.41 -1.40
H -0.97 2.41 -4.83
H -0.70 0.77 -4.16
H 0.54 2.06 -3.94
H -0.82 4.55 -3.08
H 0.56 3.73 -2.26
H -0.85 4.30 -1.31
Br -4.80 -2.55 -6.23
C -4.12 -2.72 -4.48
C -4.73 -3.59 -3.59
N -4.28 -3.77 -2.35
C -3.23 -3.06 -1.96
C -2.58 -2.15 -2.78
C -3.02 -1.99 -4.08
C -1.39 -1.37 -2.30
O -0.50 -1.10 -3.10
O -1.35 -1.11 -1.03
H -5.59 -4.17 -3.90
H -2.88 -3.22 -0.95
H -2.50 -1.32 -4.76
F 1.30 2.64 -0.17
As 1.92 4.05 0.76
F 2.42 5.38 1.71
F 1.79 3.04 2.18
F 3.52 3.50 0.50
F 0.22 4.47 1.00
F 1.92 4.98 -0.68
N -0.85 2.03 2.49
N -0.91 1.79 1.07
H -0.73 3.03 2.61
H 0.02 1.63 2.81
H -0.53 2.60 0.58
H -1.88 1.70 0.82
*
```

The expectation value of S² is 0.77. Its LUMO energy (spin up / spin down) is -0.95 / -2.37 eV. The HOMO energy (spin up / spin down) is -8.1759 / -9.0119 eV.

Atomic partial charges in e from the Mulliken method, atoms 1 to 8: Ta 0.80; C -1.36; Si 0.67; C -1.46; C -0.81; N 0.93; C 0.85; C -0.99

Arrangement two

Entry from OMol25: a structure of composition C25H40AsBrF6N8O4SSi2Ta (the ωB97M-V functional and the def2-TZVPD basis).

Structure (ORCA input):
```
! wB97M-V def2-TZVPD RIJCOSX def2/J DEFGRID3
* xyz 0 2
Ta -0.16 0.05 -0.13
C -3.66 2.89 0.54
Si -3.26 1.15 1.12
C -4.04 0.81 2.79
C -4.03 0.00 -0.11
N -1.42 1.04 1.20
C -0.82 1.99 1.98
C -1.49 2.78 2.94
C -0.82 3.73 3.67
C 0.56 3.96 3.47
C 1.25 3.20 2.58
C 0.61 2.15 1.85
N 1.24 1.31 1.03
Si 3.04 1.15 1.17
C 3.64 -0.49 0.48
C 3.48 1.13 2.99
C 3.85 2.60 0.30
H -4.75 2.97 0.48
H -3.27 3.08 -0.46
H -3.31 3.68 1.20
H -4.62 -0.11 2.72
H -4.73 1.63 3.04
H -3.34 0.69 3.61
H -5.10 0.02 0.13
H -3.70 -1.03 -0.03
H -3.93 0.35 -1.14
H -2.54 2.65 3.12
H -1.36 4.32 4.40
H 1.06 4.75 4.02
H 2.30 3.38 2.42
H 4.42 -0.88 1.15
H 4.09 -0.36 -0.50
H 2.88 -1.26 0.37
H 2.69 0.65 3.57
H 3.66 2.11 3.42
H 4.40 0.54 3.13
H 3.17 3.06 -0.42
H 4.75 2.29 -0.24
H 4.14 3.37 1.01
C -0.45 2.04 -1.11
H -1.51 2.18 -1.35
H 0.14 2.13 -2.03
H -0.16 2.86 -0.46
N -2.00 0.52 -3.37
C -2.10 -0.56 -2.58
O -1.48 -0.53 -1.42
C -2.86 -1.66 -2.94
C -3.48 -1.66 -4.22
N -3.97 -1.66 -5.27
C -3.01 -2.78 -2.09
N -3.09 -3.72 -1.44
H -1.20 1.12 -3.23
H -2.35 0.44 -4.31
C 0.29 -3.61 -2.61
S 0.96 -3.41 -0.97
C -0.16 -4.48 -0.10
O 0.65 -1.99 -0.51
H 0.59 -4.61 -2.93
H 0.73 -2.85 -3.25
H -0.79 -3.53 -2.59
H 0.05 -5.50 -0.45
H -1.19 -4.21 -0.31
H 0.05 -4.41 0.96
Br 5.37 -1.46 -6.17
C 4.69 -0.41 -4.77
C 5.44 0.64 -4.26
N 5.01 1.43 -3.28
C 3.82 1.17 -2.76
C 3.00 0.14 -3.19
C 3.44 -0.66 -4.24
C 1.65 -0.10 -2.58
O 0.77 -0.62 -3.25
O 1.53 0.29 -1.35
H 6.43 0.85 -4.67
H 3.48 1.83 -1.97
H 2.81 -1.45 -4.62
F -1.92 -2.19 1.06
As -2.63 -2.99 2.50
F -3.23 -3.73 3.92
F -2.33 -1.52 3.37
F -4.18 -2.41 2.03
F -0.98 -3.49 2.89
F -2.83 -4.43 1.58
N 0.38 -0.57 3.18
N 0.52 -1.09 1.85
H 0.28 -1.37 3.79
H -0.53 -0.12 3.20
H 0.04 -1.99 1.77
H 1.51 -1.27 1.70
*
```

The expectation value of S² is 0.77. Its LUMO energy (spin up / spin down) is -0.97 / -2.36 eV. The HOMO energy (spin up / spin down) is -8.1699 / -8.9656 eV.

Atomic partial charges in e from the Mulliken method, atoms 1 to 8: Ta 0.90; C -1.39; Si 0.60; C -1.43; C -0.68; N 0.80; C 1.07; C -1.00

Last place for stability: arrangement one

Arrangement one

Entry from OMol25: an isolated molecule of C6H6 (the ωB97M-V functional and the def2-TZVPD basis).

Structure (ORCA input):
```
! wB97M-V def2-TZVPD RIJCOSX def2/J DEFGRID3
* xyz 0 1
C -0.85 1.31 -0.25
C -0.90 -0.13 -0.02
C -0.64 -1.63 0.21
C 0.38 -0.71 -0.19
C 1.53 0.26 -0.04
C 0.20 0.76 0.86
H -0.40 1.50 -1.23
H -1.59 1.90 0.19
H -0.76 -1.81 1.26
H -1.19 -2.44 -0.43
H 1.77 1.00 -0.78
H 2.45 -0.01 0.43
*
```

As for the SMILES: C1C23CC24CC134. Its LUMO energy is 0.99 eV. The HOMO energy is -8.0607 eV.

Atomic partial charges in e from the Mulliken method, atoms 1 to 8: C -0.27; C 0.10; C -0.41; C 0.21; C -0.48; C -0.58; H 0.18; H 0.29

Arrangement two

Entry from OMol25: an isolated molecule of C6H6 (the ωB97M-V functional and the def2-TZVPD basis).

Structure (ORCA input):
```
! wB97M-V def2-TZVPD RIJCOSX def2/J DEFGRID3
* xyz 0 1
C 0.91 -0.25 1.71
C 0.29 0.32 0.73
C -0.43 0.09 -0.81
C -1.07 0.15 -2.06
C -0.56 -1.18 -1.61
C 0.66 1.24 1.83
H 1.32 -1.11 2.18
H -1.56 0.75 -2.78
H -1.27 -1.95 -1.30
H 0.32 -1.61 -2.10
H -0.11 1.61 2.51
H 1.49 1.94 1.70
*
```

As for the SMILES: C1=C(C2=CC2)C1. Its LUMO energy is 0.73 eV. The HOMO energy is -8.7509 eV.

Atomic partial charges in e from the Mulliken method, atoms 1 to 8: C -0.38; C 0.33; C 0.22; C -0.57; C -0.53; C -0.57; H 0.37; H 0.38

Last place for stability: arrangement one